# 1
Formula: C41H39CrN4O2P2S
Source: OMol25
Level of theory: the ωB97M-V functional and the def2-TZVPD basis

Results
Relative energy (zero: lowest compared OMol25 entry of this formula, charge and spin) = 47.1 kcal/mol
<S²> = 3.873
HOMO-LUMO gap (alpha / beta) = 4.97 / 5.50 eV
Total charge = +2
E_HOMO (alpha / beta) = -12.7 / -12.7 eV
2S+1 = 4

Structure (XYZ):
```
90
C41H39CrN4O2P2S, DFT the ωB97M-V functional and the def2-TZVPD basis
Cr -0.543 0.505 -1.612
S 5.745 1.137 2.081
P 0.239 -0.979 0.082
P 0.718 1.810 0.347
O -2.303 -0.148 -1.081
O -4.518 -2.398 -3.890
N -2.263 -1.221 -3.080
N -1.113 -0.543 -3.137
N 1.296 0.178 0.800
N 0.911 1.041 -2.980
C 1.714 5.045 2.569
C -0.600 -1.249 2.732
C -4.855 -1.047 -0.481
C -3.184 2.884 0.101
C 1.130 -2.535 -0.160
C 1.294 4.216 1.544
C 2.101 2.295 2.766
C -3.696 2.612 1.359
C -1.545 1.814 2.090
C -1.858 2.584 -0.174
C 2.139 -5.100 -0.475
C 2.106 -4.515 0.787
C 2.531 3.135 3.783
C -2.826 -2.771 2.047
C -2.537 -2.515 3.380
C 1.932 1.905 -2.896
C 1.678 -4.402 -1.579
C 3.669 -0.605 1.255
C 1.471 2.837 1.653
C -2.004 -2.266 1.053
C -6.324 -2.391 -2.418
C -1.418 -1.768 3.721
C -2.902 -0.903 -1.946
C -0.397 -0.500 -4.214
C 0.756 0.366 -4.155
C 1.177 -3.117 -1.425
C 2.329 4.504 3.691
C -2.875 2.086 2.353
C 1.627 0.531 -5.222
C 1.584 -3.246 0.953
C 5.135 -0.215 1.023
C -0.905 -1.480 1.394
C -6.892 -2.067 -1.209
C -4.248 -1.364 -1.714
C -6.154 -1.395 -0.225
C 5.270 2.611 1.143
C -1.039 2.012 0.805
C 2.830 2.125 -3.922
C -4.998 -2.052 -2.699
C 2.680 1.422 -5.109
C 2.715 0.115 0.302
H 2.471 -5.059 1.649
H -3.590 -2.120 -3.974
H 3.396 -0.378 2.285
H 1.461 -0.036 -6.127
H 2.024 2.449 -1.968
H 0.815 4.631 0.663
H 2.250 1.227 2.847
H 1.520 -2.818 1.944
H -4.731 2.842 1.574
H -1.440 2.865 -1.146
H -1.175 -1.599 4.762
H 3.025 2.721 4.652
H -3.808 3.347 -0.652
H 2.517 -6.107 -0.591
H 3.628 2.842 -3.790
H -6.614 -1.147 0.722
H 0.815 -2.566 -2.287
H 5.779 -1.054 1.277
H 2.647 5.153 4.496
H -6.881 -2.905 -3.190
H 5.761 3.453 1.626
H -0.685 -1.049 -5.102
H 3.366 1.569 -5.932
H 3.067 1.144 0.179
H -3.685 -3.373 1.780
H -7.922 -2.338 -1.017
H -0.891 1.476 2.880
H 5.626 2.528 0.117
H 2.763 -0.357 -0.688
H -2.204 -2.508 0.018
H 5.325 0.056 -0.018
H 3.565 -1.679 1.118
H 1.561 6.113 2.496
H 4.194 2.769 1.176
H -3.266 1.912 3.347
H -4.268 -0.529 0.266
H -3.175 -2.916 4.157
H 0.283 -0.680 2.996
H 1.691 -4.859 -2.559
```

---

# 2
Formula: C41H40AgAsGeN5O11S2
Source: OMol25
Level of theory: the ωB97M-V functional and the def2-TZVPD basis

Results
Relative energy (zero: lowest compared OMol25 entry of this formula, charge and spin) = 54.3 kcal/mol
<S²> = 0.755
HOMO-LUMO gap (alpha / beta) = 2.95 / 5.56 eV
Total charge = -2
E_HOMO (alpha / beta) = 0.2 / -2.5 eV
2S+1 = 2

Structure (XYZ):
```
102
C41H40AgAsGeN5O11S2, DFT the ωB97M-V functional and the def2-TZVPD basis
Ag -1.638 0.417 -1.359
As -2.674 -2.079 0.815
Ge -2.654 0.918 1.882
S 0.265 -2.095 -1.704
S 5.587 -1.112 4.335
O 6.835 0.509 -2.252
O 0.417 -1.522 -0.367
O -4.239 -1.984 -0.123
O 5.144 0.279 4.448
O -2.859 -2.591 2.350
O 6.744 -2.300 0.821
O 6.113 -1.717 5.552
O 6.558 -1.343 3.180
O 1.440 -2.639 -2.339
O -0.429 -1.228 -2.636
O -2.114 -0.324 0.759
N 0.587 -3.444 2.210
N -2.734 1.114 -3.056
N 5.775 -0.733 -0.632
N -5.506 2.963 -5.627
N 2.235 0.509 -2.748
C -1.039 1.906 2.503
C 1.189 2.792 -0.474
C 0.725 3.934 3.517
C -3.654 0.216 3.474
C -3.749 2.045 0.748
C -0.865 -3.481 -1.347
C 4.522 0.010 -2.604
C -6.034 3.638 0.746
C 6.997 -1.215 -0.005
C 3.308 0.229 -1.994
C 3.542 -3.058 4.294
C -2.529 2.361 -3.522
C 4.123 -1.945 3.681
C 0.461 1.942 0.346
C -3.594 3.447 0.755
C -1.123 2.319 3.815
C -4.980 1.557 0.337
C 2.202 0.207 -4.031
C 0.064 2.377 1.638
C 2.374 -3.596 3.767
C 3.405 -0.030 -4.734
C -4.730 0.969 -4.464
C -4.740 4.246 0.844
C -0.445 -4.632 -2.063
C -0.966 -5.878 -1.704
C 3.539 -1.334 2.527
C -3.790 0.412 -3.635
C 1.768 4.243 1.352
C -0.239 3.329 4.320
C 1.822 -2.989 2.592
C -2.203 -4.807 0.111
C -4.533 2.317 -4.830
C 0.859 3.523 2.167
C 1.922 3.901 0.016
C 5.843 -0.063 -1.838
C -1.857 -5.930 -0.631
C 4.547 -0.192 -4.000
C 2.480 -1.969 1.903
C -3.374 3.037 -4.389
C -6.116 2.347 0.326
C -1.790 -3.511 -0.258
H -0.101 -3.497 2.986
H 7.698 -1.461 -0.841
H 3.907 -3.340 5.306
H -2.341 -6.820 -0.307
H 2.400 5.035 1.835
H -5.226 3.849 -6.084
H -4.445 -0.312 3.052
H 1.272 2.533 -1.551
H -5.587 0.397 -4.906
H 1.278 0.355 -4.613
H 2.563 4.490 -0.609
H -0.301 3.623 5.371
H -4.784 -2.716 0.298
H 4.918 -1.270 -0.496
H 3.918 -0.380 2.140
H 3.411 0.089 -5.833
H 5.518 -0.326 -4.407
H -1.627 2.869 -3.167
H 1.984 -1.578 1.010
H -4.691 5.323 1.062
H 6.732 -1.919 1.795
H -6.064 2.373 -6.238
H 0.243 0.967 -0.044
H -3.802 -0.644 -3.335
H -1.989 1.991 4.424
H -3.186 4.103 -4.651
H -4.982 0.500 0.039
H -2.875 -4.934 0.988
H 0.285 -4.408 -2.883
H 1.366 4.732 3.957
H -0.751 -6.790 -2.233
H -7.074 1.822 0.155
H -6.886 4.243 0.853
H -2.620 3.922 0.882
H 7.539 -0.404 0.527
H -3.015 -0.481 4.027
H 0.149 -3.061 1.375
H 1.826 -4.474 4.093
H -4.030 0.998 4.195
H 3.175 0.329 -0.936
```

---

# 3
Formula: C41H40Br2F4N7O5SSiV
Source: OMol25
Level of theory: the ωB97M-V functional and the def2-TZVPD basis

Results
Relative energy (zero: lowest compared OMol25 entry of this formula, charge and spin) = 60.1 kcal/mol
<S²> = 3.763
HOMO-LUMO gap (alpha / beta) = 5.28 / 6.64 eV
Total charge = -1
E_HOMO (alpha / beta) = -3.5 / -4.8 eV
2S+1 = 4

Structure (XYZ):
```
102
C41H40Br2F4N7O5SSiV, DFT the ωB97M-V functional and the def2-TZVPD basis
Br 10.519 19.017 17.378
Br 19.283 8.010 14.155
V 13.022 9.131 10.277
S 8.926 15.049 4.698
Si 11.162 9.923 13.069
F 17.958 5.955 6.439
F 18.082 8.054 5.676
F 18.824 7.595 7.781
F 11.564 8.364 9.022
O 9.008 17.345 12.560
O 13.589 13.192 10.685
O 14.861 9.201 11.304
O 13.777 7.231 11.057
O 11.193 15.867 12.330
N 14.318 8.544 8.675
N 8.288 12.685 5.838
N 11.371 9.084 11.594
N 13.652 14.818 13.474
N 14.227 15.676 15.429
N 7.350 14.437 6.807
N 13.083 10.989 9.866
C 10.679 8.682 14.424
C 15.137 9.513 8.147
C 9.517 17.745 14.944
C 7.604 17.740 12.699
C 13.277 15.634 14.516
C 14.887 14.271 13.794
C 15.252 14.908 15.016
C 15.977 7.162 11.914
C 10.333 8.335 11.113
C 11.770 17.203 15.679
C 10.572 17.909 15.841
C 14.824 7.899 11.378
C 16.499 7.731 7.391
C 10.491 7.767 9.785
C 17.110 13.505 13.492
C 8.510 6.405 10.011
C 16.996 7.763 12.729
C 8.179 7.129 11.093
C 15.822 13.620 12.982
C 11.019 16.442 13.535
C 14.381 7.260 8.366
C 9.042 8.144 11.590
C 8.183 14.059 5.840
C 16.551 14.780 15.496
C 12.936 10.394 13.538
C 17.805 7.313 6.786
C 9.714 6.785 9.284
C 9.775 17.198 13.650
C 17.284 5.092 11.967
C 7.702 12.129 7.098
C 18.135 7.075 13.057
C 16.135 5.776 11.695
C 6.958 13.327 7.710
C 13.234 12.142 10.243
C 18.304 5.735 12.669
C 6.990 15.783 7.092
C 17.453 14.086 14.718
C 12.043 16.373 14.549
C 10.009 11.397 13.105
C 16.230 9.136 7.501
C 15.539 6.774 7.783
H 8.577 18.221 15.143
H 7.060 17.108 13.388
H 12.941 10.668 14.626
H 5.850 13.256 7.660
H 7.204 6.965 11.606
H 16.945 9.911 7.110
H 15.550 13.025 12.077
H 7.106 17.588 11.737
H 7.717 16.245 7.830
H 17.407 4.010 11.673
H 13.068 14.600 12.683
H 12.634 17.294 16.347
H 9.964 6.388 8.263
H 7.275 13.579 8.763
H 17.889 13.005 12.928
H 9.539 11.412 14.081
H 7.568 18.807 12.976
H 9.162 12.276 5.383
H 8.560 11.718 7.633
H 11.977 16.084 11.866
H 13.637 9.554 13.437
H 6.933 11.376 6.845
H 8.728 8.813 12.330
H 16.894 15.095 16.465
H 11.140 7.701 14.232
H 13.542 6.599 8.647
H 10.655 12.279 13.135
H 16.960 8.808 13.018
H 13.460 11.165 12.951
H 15.581 5.681 7.601
H 7.091 16.438 6.184
H 9.564 8.552 14.666
H 5.966 15.785 7.415
H 19.193 5.279 13.102
H 9.161 11.495 12.351
H 7.945 5.573 9.712
H 18.449 13.884 15.163
H 14.715 10.484 8.268
H 11.156 9.063 15.401
H 15.267 5.252 11.320
```

---

- Which of these has the lowest <S²>?
  C41H40AgAsGeN5O11S2

---

- Which of these has the lowest <S²>?
  C41H40AgAsGeN5O11S2